No. 1
80
Properties=species:S:1:pos:R:3:lowdin_charge:R:1 method="wB97M-V/def2-TZVPD" homo_energy_ev="-8.017 / -8.673" lumo_energy_ev="-0.90 / -3.57" de_lowest_kj_mol=11.9 gap_ev="7.117 / 5.099" energy_ev=-104098.14275 multiplicity=4
W 13.00588 8.94622 20.90374 1.835
C 16.93220 7.50279 20.34171 0.022
C 15.76789 6.49290 20.20243 -0.251
N 15.59964 5.81126 19.12897 0.093
N 16.35956 5.92793 18.05692 0.052
C 15.99589 6.85298 17.05012 -0.919
N 17.05649 7.23128 16.34739 0.079
S 14.45720 7.31140 16.56099 0.598
C 14.91791 6.16689 21.32490 -0.213
C 14.84327 4.86898 21.79822 0.022
C 14.12242 4.62400 22.99548 -0.019
C 13.52451 5.64548 23.74373 -0.010
C 13.47670 6.85552 23.06202 -0.125
N 14.15595 7.13799 21.93724 0.019
H 17.40840 7.66637 19.38070 0.067
H 17.70178 7.30545 21.10255 0.098
H 16.42758 8.39769 20.65719 0.046
H 17.94820 6.88324 16.57312 0.091
H 16.87366 7.77153 15.52604 0.085
H 15.43608 4.16096 21.27052 0.111
H 14.11956 3.60394 23.37585 0.113
H 13.10309 5.57156 24.74905 0.123
H 12.93761 7.68904 23.41339 0.079
C 11.23938 5.66163 18.89152 0.037
C 11.77721 6.21514 20.18528 -0.569
O 11.55383 5.71033 21.26362 0.084
O 12.42461 7.36813 20.06161 -0.295
H 12.04968 5.50462 18.22421 0.065
H 10.65395 6.38836 18.35911 0.062
H 10.62779 4.77178 19.14244 0.107
S 7.95304 12.68042 21.41942 0.736
C 8.01731 12.07220 19.87763 -0.817
N 8.14014 11.66490 18.80119 0.112
F 5.83974 5.42229 26.11267 0.143
C 7.13088 5.64241 26.44497 -0.596
F 7.09019 6.22905 27.65614 0.125
F 7.73646 4.46421 26.61211 0.138
C 7.96390 6.47013 25.50886 -0.112
C 8.28376 7.83504 25.71113 -0.008
C 9.00286 8.50550 24.76416 -0.033
C 9.41527 7.84260 23.58587 -0.209
C 9.09614 6.45748 23.38020 0.002
C 8.36909 5.79990 24.35142 -0.016
C 10.23540 8.55207 22.63309 -0.081
C 11.18901 8.92224 21.96210 -0.140
H 7.93773 8.39142 26.56033 0.115
H 9.26331 9.55833 24.88697 0.122
H 9.38979 5.95976 22.49890 0.086
H 8.17138 4.68574 24.25414 0.149
F 14.43880 9.04155 19.59205 -0.433
Sb 16.08500 11.60375 22.71798 1.565
F 12.97220 10.86921 20.80173 -0.454
F 16.68469 9.92495 23.19187 -0.477
F 17.43643 11.87404 21.41424 -0.503
F 16.99247 12.62997 24.04900 -0.518
F 13.88750 9.60350 22.47225 -0.515
N 11.43504 10.30790 14.04157 0.168
C 10.80208 9.87448 12.87000 -0.152
C 11.11877 9.90213 11.47436 -0.004
C 10.12558 9.44018 10.61349 -0.092
C 8.84965 9.07274 11.06015 -0.086
C 8.51059 9.10826 12.39862 -0.006
C 9.52562 9.46631 13.29686 -0.230
N 9.40218 9.60747 14.66104 0.179
C 10.54616 10.08130 15.08188 -0.272
C 10.97246 10.06526 16.46141 -0.141
C 12.10490 10.66444 16.92925 -0.003
C 12.57317 10.38780 18.18188 -0.081
N 11.91031 9.49003 18.98193 -0.057
C 10.71264 8.98811 18.60458 -0.099
C 10.21385 9.30486 17.35591 0.003
H 12.38080 10.65289 14.09346 0.152
H 12.06678 10.16721 11.06634 0.093
H 10.38362 9.39004 9.59726 0.084
H 8.06328 8.76260 10.40309 0.095
H 7.56418 8.92136 12.80792 0.097
H 12.63897 11.31050 16.24561 0.120
H 13.45492 10.84245 18.56596 0.100
H 10.09720 8.46994 19.37326 0.133
H 9.20079 8.95715 17.06244 0.132

No. 2
74
Properties=species:S:1:pos:R:3:lowdin_charge:R:1 method="wB97M-V/def2-TZVPD" homo_energy_ev=-12.817 lumo_energy_ev=-8.78 de_lowest_kj_mol=72.9 gap_ev=4.042 total_charge=+2 energy_ev=-248702.34822 multiplicity=1
Pb -0.07418 0.05729 0.31323 1.200
Br 3.25756 0.91691 2.61377 0.579
C 4.65376 1.37647 1.37400 -1.032
Br 3.98458 1.73114 -0.40505 0.575
H 5.33465 0.54097 1.30731 0.003
H 5.14569 2.26970 1.73042 0.005
N 0.38594 2.63382 -0.02049 -0.013
C -0.12106 3.45725 1.05967 -0.234
C -0.02163 4.81954 1.00758 -0.010
C -0.54456 5.63988 2.02607 -0.047
C -1.17803 5.06956 3.08857 -0.009
C -1.28749 3.66361 3.18316 -0.134
C -1.94082 3.04837 4.27520 0.021
C -1.98340 1.69225 4.35712 -0.015
C -1.37277 0.94080 3.33957 -0.105
N -0.79363 1.46584 2.28271 0.007
C -0.74054 2.83485 2.17529 -0.156
H -0.03383 2.93516 -0.89449 0.051
H 1.39356 2.73481 -0.11216 0.012
H 0.47388 5.28007 0.15950 0.119
H -0.44349 6.71443 1.95575 0.117
H -1.59570 5.68296 3.87779 0.127
H -2.38771 3.67017 5.04170 0.132
H -2.46634 1.18215 5.17873 0.121
H -1.35726 -0.14053 3.41447 0.102
C -0.35707 -4.62633 4.08524 -0.058
C 0.54771 -3.74974 3.50797 -0.064
C 0.09873 -2.76717 2.63778 -0.052
C -1.25661 -2.66133 2.35110 -0.268
C -2.17180 -3.53030 2.94280 -0.013
C -1.71661 -4.51279 3.80361 -0.054
N -1.63882 -1.61737 1.45192 -0.062
N -2.84511 -1.50229 1.21065 0.099
C -3.21864 -0.44376 0.34373 -0.308
C -4.59235 -0.30652 0.18257 -0.014
C -5.10294 0.71871 -0.59730 -0.062
C -4.22740 1.59091 -1.22142 -0.071
C -2.85032 1.41862 -1.07741 -0.185
C -2.30164 0.40430 -0.30172 -0.274
H -0.00632 -5.39679 4.76005 0.115
H 1.60270 -3.82603 3.73936 0.112
H 0.79743 -2.07384 2.18093 0.062
H -3.22401 -3.41682 2.72205 0.110
H -2.42330 -5.19057 4.26506 0.115
H -5.24654 -1.01064 0.68346 0.119
H -6.17196 0.83770 -0.71576 0.114
H -4.61231 2.41256 -1.81448 0.110
H -2.20576 2.11647 -1.60907 0.033
C 0.78791 3.97593 -4.30178 -0.340
S 1.69563 3.07791 -5.57243 1.043
C 1.05889 1.53473 -5.71299 -0.910
C 0.16815 0.75988 -4.81502 -1.083
S -0.38885 1.19730 -3.36005 0.841
S -0.23152 -0.81967 -5.41990 0.976
C 0.82248 -0.83146 -6.80839 -1.432
S 1.05728 -2.07431 -7.77491 0.822
S 1.61978 0.72116 -7.08660 1.025
H 1.21647 4.97617 -4.34515 0.060
H 0.94707 3.53297 -3.32394 0.004
H -0.26873 4.00698 -4.55639 0.062
F 2.08685 -7.18072 -0.87667 0.165
C 2.88450 -6.24785 -1.40786 -0.598
F 4.09077 -6.36647 -0.84997 0.159
F 3.00590 -6.51850 -2.71567 0.159
C 2.30002 -4.86969 -1.20305 -0.095
C 3.01581 -3.87000 -0.57129 0.028
C 2.40257 -2.63645 -0.40769 -0.144
N 1.16713 -2.37717 -0.82645 -0.034
C 0.49415 -3.35067 -1.44938 -0.124
C 1.01712 -4.61277 -1.66030 0.020
H 4.01956 -4.04578 -0.21114 0.127
H 2.92127 -1.81739 0.08489 0.098
H -0.50983 -3.10668 -1.78326 0.113
H 0.44018 -5.37965 -2.16073 0.134

No. 3
79
Properties=species:S:1:pos:R:3:lowdin_charge:R:1 method="wB97M-V/def2-TZVPD" homo_energy_ev=-10.924 lumo_energy_ev=-3.25 de_lowest_kj_mol=125.4 gap_ev=7.672 total_charge=+1 energy_ev=-179887.86170 multiplicity=1
Pb 0.15149 -0.56517 -0.34093 1.532
Cl 2.82122 5.72484 -1.21559 0.707
C 1.67034 4.62011 -0.55897 -0.661
C 2.06316 3.87356 0.56246 -0.007
C 1.10553 3.01154 1.00719 -0.127
N 0.77643 2.08413 2.03606 0.138
C 1.57889 1.20364 2.73259 -0.364
O 2.74331 1.45715 2.91461 0.138
C 0.86448 0.02086 3.32216 -0.210
C 0.79686 -0.09609 4.69883 0.020
C 0.04054 -1.12460 5.23106 -0.023
C -0.60016 -1.99826 4.36554 -0.030
C -0.43484 -1.82152 3.00491 -0.124
N 0.28326 -0.82677 2.47464 0.050
C -0.12633 2.84155 0.40907 -0.144
C -0.55713 3.58728 -0.64799 -0.023
C 0.40073 4.49362 -1.13044 -0.660
Cl -0.04634 5.45541 -2.49235 0.707
N -0.47531 1.80737 1.35766 0.049
C -1.65130 1.47007 2.02359 -0.368
O -1.74723 1.42301 3.22167 0.156
C -2.75318 0.98790 1.11344 -0.209
C -3.99018 1.60163 1.10652 0.015
C -4.99403 1.03109 0.33835 -0.033
C -4.72271 -0.12956 -0.36664 -0.036
C -3.45047 -0.67376 -0.29260 -0.131
N -2.47642 -0.12639 0.43437 0.034
H 3.03311 4.00496 1.01946 0.125
H 1.31770 0.61678 5.32380 0.134
H -0.05988 -1.23602 6.30264 0.121
H -1.21379 -2.80738 4.73704 0.115
H -0.88770 -2.51187 2.30143 0.095
H -1.51936 3.49399 -1.12535 0.110
H -4.15914 2.49426 1.69483 0.130
H -5.97622 1.48336 0.30002 0.118
H -5.48177 -0.60597 -0.97220 0.113
H -3.18213 -1.55969 -0.85852 0.105
Br 6.42485 3.85289 -0.44139 0.767
C 5.32637 2.31820 -0.39880 -0.690
C 4.26022 2.22476 -1.28081 -0.126
C 3.42072 1.12528 -1.21735 -0.016
C 3.67578 0.11680 -0.29419 -0.273
C 4.75030 0.21188 0.57935 -0.021
C 5.58018 1.32165 0.52984 -0.105
N 2.74672 -0.95747 -0.23548 0.014
C 3.12408 -2.16136 -0.22356 -0.061
C 2.14591 -3.27186 -0.19304 -0.241
C 2.57957 -4.56319 -0.43161 0.004
C 1.65054 -5.59271 -0.45555 -0.024
C 0.31939 -5.29510 -0.23362 -0.020
C -0.03203 -3.97537 -0.00106 -0.128
N 0.85316 -2.98259 0.02866 0.009
H 4.08396 3.01075 -2.00276 0.097
H 2.58262 1.02304 -1.89966 0.098
H 4.90752 -0.55076 1.33343 0.122
H 6.40213 1.42088 1.22508 0.110
H 4.18046 -2.43389 -0.28803 0.145
H 3.63164 -4.75605 -0.59876 0.124
H 1.96342 -6.60982 -0.65159 0.121
H -0.44153 -6.06213 -0.24653 0.118
H -1.06956 -3.70365 0.15678 0.115
C -2.47536 -1.16985 -4.66165 -0.054
C -1.17738 -0.43192 -4.35221 -0.585
O -0.46461 -0.04582 -5.53454 -0.055
P -1.48844 1.12893 -3.45909 0.465
O -0.23384 2.02734 -3.77045 -0.088
O -2.70885 1.80196 -4.23511 -0.084
O -1.74216 0.95593 -2.01254 -0.321
P -0.08437 -1.43078 -3.26206 0.273
O 0.37057 -2.58524 -4.29255 -0.113
O -0.90971 -2.00390 -2.13625 -0.404
O 1.10683 -0.63266 -2.81241 -0.388
H -3.10152 -0.56725 -5.31654 0.088
H -3.01440 -1.39417 -3.74040 0.081
H -2.25087 -2.11786 -5.15487 0.093
H -0.25062 -0.84150 -6.03821 0.106
H 0.14364 1.86829 -4.64833 0.099
H -3.47818 1.92028 -3.66704 0.096
H 1.32409 -2.54897 -4.43481 0.088